Entry 1:
Here is a molecular structure, C15H21AuN3O3 from OMol25. Energies are from ωB97M-V with the def2-TZVPD basis set.

Values from the calculation:
* orbital gap (spin up / spin down): 5.77 / 5.73 eV
* charge: -1
* LUMO energy (spin up / spin down): 0.092 / 0.090 Eh
* HOMO energy (spin up / spin down): -3.3 / -3.3 eV
* 2S+1: 3
* <S²>: 2.02

Last column: natural (NBO) charge in e.
Geometry (Å):
C (-0.37985, 0.90928, -4.26193)  -0.40
C (1.00800, 0.86967, -3.91941)  -0.37
C (1.15536, 1.31354, -2.57915)  -0.35
C (-0.14120, 1.63641, -2.07360)  -0.37
C (-1.10572, 1.37148, -3.10469)  -0.42
Au (-0.32876, -0.73820, -2.41713)  0.84
N (-3.67638, -0.82867, -0.65820)  -0.24
C (0.50342, -2.35850, -2.96736)  -0.72
C (1.88913, -2.15264, -3.26088)  -0.24
H (2.10709, 1.45105, -2.06122)  0.23
H (1.82570, 0.55231, -4.56711)  0.20
H (-0.35818, 2.16606, -1.15013)  0.25
H (-2.16712, 1.61119, -3.04720)  0.23
H (-0.80085, 0.71060, -5.24922)  0.21
H (2.20495, -1.97530, -4.27500)  0.18
H (0.39966, -2.96011, -2.05800)  0.23
H (-2.71269, -1.19765, -0.84238)  0.23
H (2.58894, -2.28775, -2.45287)  0.21
H (-0.06562, -2.78036, -3.81839)  0.21
C (-2.11021, -0.98507, 2.88132)  -0.62
C (-0.59670, -1.08242, 2.91456)  -0.38
C (0.19976, 0.12143, 2.36100)  -0.24
C (-0.05920, 1.46537, 3.10724)  -0.38
C (-1.43415, 2.08724, 2.99682)  -0.63
C (1.70045, -0.20623, 2.56838)  0.73
O (2.18140, -0.43053, 3.67895)  -0.64
N (2.48358, -0.18969, 1.44173)  -0.68
C (2.07773, -0.33350, 0.09912)  0.79
O (2.95025, -0.38246, -0.77819)  -0.67
N (0.72944, -0.34368, -0.06884)  -0.76
C (-0.05731, 0.26037, 0.83772)  0.69
O (-1.04676, 0.92684, 0.45203)  -0.67
H (-2.49070, -0.38676, 3.71493)  0.20
H (-2.52072, -1.99413, 2.98819)  0.20
H (-2.46979, -0.56609, 1.93443)  0.24
H (-0.25754, -1.24131, 3.94773)  0.22
H (-0.27399, -1.96640, 2.33752)  0.21
H (0.19265, 1.29600, 4.16380)  0.21
H (0.67641, 2.18933, 2.71669)  0.20
H (-2.18434, 1.54288, 3.57330)  0.19
H (-1.38624, 3.11454, 3.36821)  0.19
H (-1.73096, 2.10423, 1.94403)  0.26
H (3.48105, -0.31235, 1.58321)  0.41

Cartesian forces, eV/Å:
C 0.86 0.20 -0.47
C -0.55 1.08 -0.42
C -0.25 1.28 -0.48
C 0.62 1.09 -0.81
C 0.23 -0.14 0.27
Au -1.38 2.20 1.50
N 0.32 -0.21 -0.06
C 3.35 -4.58 -2.12
C -2.83 -0.55 0.96
H -0.53 -0.23 -0.18
H -0.33 0.02 0.17
H 0.08 -0.56 -0.32
H 0.35 -0.08 -0.08
H 0.09 -0.09 0.42
H 0.19 0.19 -0.05
H -0.20 0.04 0.23
H -0.27 0.28 0.05
H 0.30 0.47 -0.07
H 0.04 0.47 0.27
C -0.26 -0.15 -0.06
C 0.53 -0.16 0.01
C 0.61 0.20 -0.43
C 0.67 -0.32 0.09
C -0.35 0.26 -0.24
C -0.10 -0.13 0.60
O -0.37 0.31 -0.91
N 0.96 -0.02 0.68
C -0.77 0.20 -0.35
O -0.83 -0.49 1.18
N 1.05 -0.40 -0.63
C -1.54 1.11 -0.22
O 0.80 -1.57 1.07
H 0.00 -0.13 -0.24
H -0.07 0.10 -0.01
H 0.01 -0.01 0.22
H 0.01 0.00 -0.22
H -0.10 0.21 0.16
H 0.09 0.02 -0.20
H -0.14 -0.20 0.13
H 0.08 0.20 -0.07
H -0.06 -0.04 0.09
H -0.12 0.08 0.42
H -0.21 0.04 0.11



Entry 2:
Here is a molecular structure, C15H21Br30NO4PS from OMol25. Energies are from ωB97M-V with the def2-TZVPD basis set.

Values from the calculation:
* orbital gap: 5.93 eV
* charge: +1
* LUMO energy: -0.169 Eh
* HOMO energy: -10.5 eV
* 2S+1: 1

Last column: Mulliken charge in e.
Geometry (Å):
N (4.43851, 2.91865, 2.81451)  -0.27
C (3.28136, 3.19610, 2.55768)  0.38
O (2.03837, 3.17650, 1.82440)  -0.14
P (0.79496, 2.96749, 2.98264)  0.36
C (1.19874, 1.74333, 4.36147)  -0.09
C (0.83938, 0.26658, 3.82689)  -0.16
C (2.22643, -0.50703, 3.44851)  -0.20
C (1.90652, -1.67373, 2.36151)  -0.81
S (1.88489, -1.00125, 0.60637)  1.14
O (1.16994, 0.33890, 0.50533)  -0.55
O (1.24517, -2.04584, -0.34742)  -0.35
O (3.44905, -0.76219, 0.06409)  -0.46
H (0.37391, 4.22498, 3.58708)  0.04
H (-0.34740, 2.44724, 2.25446)  0.21
H (0.48710, 1.96568, 5.25090)  0.47
H (2.26224, 1.85310, 4.77673)  -0.24
H (0.13505, 0.28152, 2.90403)  -0.09
H (0.32221, -0.38774, 4.63122)  0.37
H (2.98489, 0.24258, 2.99610)  -0.08
H (2.65313, -0.95917, 4.40729)  0.47
H (2.74709, -2.44987, 2.47937)  0.42
H (0.86886, -2.09718, 2.58970)  0.39
H (3.43071, -0.13373, -0.70401)  0.30
C (-2.29668, -1.91433, 0.89119)  0.62
Br (-2.72856, -1.52220, 2.74876)  -0.16
Br (-0.44268, -1.46219, 0.46099)  0.00
Br (-2.71314, -3.75198, 0.42692)  -0.06
H (-2.93382, -1.27693, 0.27504)  -0.67
C (4.47882, -2.63457, -3.22126)  -0.26
Br (5.64935, -3.26857, -4.63180)  0.00
Br (3.86905, -0.82011, -3.55032)  -0.07
Br (2.99744, -3.84748, -2.91202)  0.01
H (5.06768, -2.61096, -2.30498)  0.33
C (-5.30995, 1.06387, -1.13976)  -0.40
Br (-7.24184, 0.95701, -1.25726)  0.03
Br (-4.72098, 1.65036, 0.61441)  -0.06
Br (-4.46808, -0.60296, -1.66311)  0.04
H (-4.98823, 1.82150, -1.85363)  0.44
C (-4.59278, -1.00960, -5.47232)  -0.13
Br (-3.45058, -1.68129, -6.88832)  0.01
Br (-5.16744, 0.81292, -5.81103)  -0.03
Br (-6.09703, -2.18859, -5.13849)  0.01
H (-3.99488, -0.99067, -4.56204)  0.11
C (-5.55927, -3.31108, -10.56716)  -0.33
Br (-5.98431, -2.92465, -8.71421)  0.05
Br (-3.72137, -2.85680, -10.99374)  -0.04
Br (-5.97563, -5.14719, -11.03485)  -0.02
H (-6.19562, -2.67385, -11.18011)  0.35
C (-9.82198, 0.21287, -4.10501)  -0.18
Br (-9.68458, -1.22236, -2.80644)  -0.03
Br (-9.86739, -0.46222, -5.92306)  -0.01
Br (-11.32449, 1.38173, -3.73097)  -0.02
H (-8.91842, 0.81493, -4.01108)  0.22
C (5.86718, 0.83320, 6.15946)  -0.32
Br (6.00554, -0.59736, 7.46198)  0.00
Br (5.82509, 0.15224, 4.34377)  -0.03
Br (4.36038, 2.00245, 6.52538)  -0.03
H (6.76871, 1.43787, 6.25286)  0.40
C (0.27074, 7.94373, 3.99663)  -0.41
Br (-1.66179, 7.82581, 3.89223)  0.01
Br (0.86546, 8.54544, 5.74052)  0.04
Br (1.12256, 6.27384, 3.48169)  0.12
H (0.58486, 8.69653, 3.27406)  0.36
C (2.50593, -1.57016, 9.78613)  -0.33
Br (1.26868, -2.15900, 11.15828)  -0.02
Br (1.95578, -2.15502, 8.01847)  0.00
Br (2.79761, 0.34659, 9.85208)  -0.02
H (3.46365, -2.04562, 9.99517)  0.36
C (6.67067, -1.90803, -8.32188)  -0.13
Br (7.72909, -0.31137, -8.62905)  -0.01
Br (5.60675, -2.37835, -9.87420)  0.00
Br (7.76500, -3.39352, -7.72117)  -0.04
H (5.97440, -1.67882, -7.51562)  0.15

Cartesian forces, eV/Å:
N -6.25 1.89 -0.94
C 3.36 -2.11 -1.59
O 1.45 0.13 4.09
P -0.21 -1.15 0.54
C -0.95 -0.67 0.30
C 0.90 -1.04 -0.27
C -0.92 0.61 -0.95
C 1.49 0.25 1.97
S 0.37 1.10 -3.86
O 4.09 -1.86 0.79
O 8.15 2.21 1.03
O -1.65 -0.15 1.27
H 0.54 -0.92 -0.76
H 1.14 0.41 0.22
H 0.99 0.20 -1.60
H -1.38 -0.11 -0.84
H 1.16 0.05 1.58
H 0.73 1.45 -1.19
H -1.10 -1.28 0.85
H -0.42 0.53 -1.52
H -1.40 1.00 -0.75
H 1.68 0.41 -0.85
H -0.32 -0.54 0.58
C -0.63 0.86 0.31
Br -0.07 -0.06 0.03
Br -11.12 -2.21 1.10
Br 0.17 0.45 0.15
H 0.02 -0.32 0.38
C 0.09 -0.30 0.14
Br -0.27 0.22 0.22
Br 0.05 -0.20 0.05
Br 0.31 0.31 -0.11
H -0.17 0.03 -0.27
C -0.12 0.22 -0.23
Br 0.52 -0.03 0.12
Br -0.08 -0.20 -0.25
Br -0.27 0.26 0.01
H -0.06 -0.23 0.20
C 0.18 -0.10 0.03
Br 0.08 0.35 0.54
Br 0.05 -0.33 0.08
Br 0.22 0.27 -0.07
H -0.21 0.02 -0.26
C -0.19 0.05 -0.05
Br -0.22 -0.29 -0.61
Br -0.31 -0.11 0.13
Br 0.13 0.36 0.12
H 0.21 -0.19 0.16
C 0.10 0.07 -0.07
Br -0.13 0.20 -0.29
Br -0.01 0.11 0.40
Br 0.29 -0.27 -0.06
H -0.23 -0.19 -0.03
C 0.20 -0.15 0.04
Br -0.10 0.34 -0.34
Br 0.03 0.07 0.38
Br 0.21 -0.18 -0.01
H -0.29 -0.13 -0.04
C -0.30 0.63 0.29
Br 0.50 -0.09 0.02
Br -0.13 -0.27 -0.46
Br 0.15 0.86 0.07
H -0.01 -0.31 0.13
C 0.07 -0.03 0.20
Br 0.25 0.16 -0.38
Br 0.05 0.12 0.25
Br -0.11 -0.36 -0.03
H -0.27 0.14 -0.10
C -0.12 0.07 0.05
Br -0.19 -0.35 0.04
Br 0.27 0.08 0.31
Br -0.19 0.27 -0.13
H 0.20 -0.08 -0.21



Entry 3:
Here is 7 unconnected molecules or ions with the total composition C15H21F4N3O18 from OMol25. Energies are from ωB97M-V with the def2-TZVPD basis set.

Values from the calculation:
* energy relative to the best compared isomer or geometry (same formula, charge and spin): 64.9 kcal per mole
* orbital gap: 9.99 eV
* charge: 0
* LUMO energy: -0.043 Eh
* HOMO energy: -11.2 eV
* 2S+1: 1
* SMILES string: O=C1OC[C@@H](F)O1.O=C1OC[C@@H](F)O1.O=C1OC[C@@H](F)O1.O=C1OC[C@@H](F)O1.C[N+](=O)[O-].C[N+](=O)[O-].C[N+](=O)[O-]

Last column: natural (NBO) charge in e.
Geometry (Å):
C (-0.59441, 0.49768, 1.17813)  -0.12
C (0.86084, 0.14243, 1.06002)  0.41
O (0.90201, -1.25878, 0.75937)  -0.47
C (-0.24760, -1.73156, 1.09159)  0.98
O (-0.52665, -2.92670, 0.90192)  -0.64
O (-1.05840, -0.79955, 1.44244)  -0.47
F (1.62472, 0.26755, 2.12769)  -0.31
H (-0.92125, 0.93804, 0.23614)  0.20
H (-0.78508, 1.18559, 2.00186)  0.23
H (1.17532, 0.76408, 0.22171)  0.18
C (-2.30837, 1.22092, -2.71162)  -0.15
C (-2.61918, 2.66159, -2.76639)  0.44
O (-3.79929, 2.55415, -3.60300)  -0.46
C (-3.66267, 1.56026, -4.34773)  0.95
O (-4.31688, 1.38937, -5.38462)  -0.58
O (-2.69111, 0.75945, -3.92281)  -0.46
F (-1.70439, 3.47166, -3.39409)  -0.34
H (-2.86254, 0.66881, -1.95256)  0.20
H (-1.25033, 1.06659, -2.49989)  0.22
H (-2.94710, 3.07524, -1.81273)  0.19
C (0.01651, 4.24562, 1.85092)  -0.11
C (-1.03877, 5.26852, 1.56762)  0.43
O (-0.61693, 6.21469, 2.50708)  -0.50
C (-0.01076, 5.57515, 3.57438)  0.97
O (0.34422, 6.03799, 4.66435)  -0.55
O (0.22975, 4.35619, 3.17302)  -0.47
F (-2.20941, 4.66615, 1.84326)  -0.34
H (0.93368, 4.36550, 1.27427)  0.20
H (-0.30895, 3.21774, 1.69077)  0.18
H (-1.13993, 5.69038, 0.56767)  0.19
C (1.23619, -5.73825, -0.17044)  -0.13
C (-0.09957, -6.17244, 0.54457)  0.44
O (-0.09857, -7.57923, 0.42036)  -0.49
C (0.52814, -7.83294, -0.79001)  0.96
O (0.35944, -8.91026, -1.41259)  -0.56
O (1.46657, -6.84383, -1.04781)  -0.49
F (-1.18351, -5.69150, 0.03418)  -0.32
H (1.98012, -5.48581, 0.58517)  0.20
H (1.12665, -4.93106, -0.89469)  0.21
H (-0.11037, -5.73320, 1.54209)  0.16
C (1.23769, 3.41670, -3.41456)  -0.49
N (0.66450, 3.81301, -2.11752)  0.55
O (0.67772, 4.99321, -1.76946)  -0.38
O (0.14878, 2.94500, -1.45014)  -0.42
H (0.64227, 3.88528, -4.19814)  0.25
H (1.09678, 2.33944, -3.50256)  0.24
H (2.28365, 3.71072, -3.50184)  0.25
C (3.82873, -0.77076, -1.27660)  -0.48
N (3.49225, 0.48548, -2.03133)  0.53
O (4.33806, 0.91091, -2.80667)  -0.33
O (2.35191, 0.98612, -1.77124)  -0.44
H (3.29352, -0.62707, -0.33798)  0.24
H (4.91229, -0.88736, -1.29635)  0.24
H (3.36708, -1.61954, -1.78113)  0.24
C (-1.43936, -3.64548, 4.28680)  -0.50
N (-0.12624, -3.03038, 4.73051)  0.53
O (0.53569, -3.67493, 5.51169)  -0.35
O (0.20601, -1.97064, 4.16484)  -0.41
H (-2.09104, -3.82756, 5.14135)  0.24
H (-1.28227, -4.61471, 3.81350)  0.23
H (-1.81016, -3.04369, 3.45707)  0.24

Cartesian forces, eV/Å:
C 1.19 -0.57 0.99
C 0.70 0.76 -2.11
O 2.17 2.27 -0.81
C -1.35 -5.59 -1.82
O 0.31 2.69 1.27
O -4.22 0.67 1.22
F 0.57 0.85 1.36
H -0.43 -0.38 -0.03
H -0.17 -0.31 0.08
H 1.28 -0.50 0.01
C 2.34 -0.48 2.33
C -2.02 0.69 0.41
O 0.26 4.87 3.40
C -2.32 -3.32 -7.04
O 1.71 -0.04 2.79
O 0.19 -1.73 -2.13
F -0.60 -0.66 0.23
H -0.20 0.45 0.45
H 0.11 -0.16 -0.34
H 0.34 0.40 -0.22
C 0.18 -2.20 -3.29
C 1.57 -0.34 -0.51
O -1.17 1.43 1.08
C 1.25 2.34 3.02
O -1.71 -1.06 -3.84
O 1.22 -1.09 2.87
F -1.57 0.20 0.73
H 0.09 0.37 -0.05
H -0.26 0.21 -0.39
H 0.47 0.23 0.24
C -1.92 -0.09 -0.70
C 3.08 0.63 1.46
O 0.29 0.91 -0.96
C 0.66 -4.24 -1.16
O 0.88 5.02 2.30
O -0.85 -1.86 0.27
F -2.70 0.98 -2.21
H 0.41 -0.65 -0.31
H -0.33 0.49 0.68
H 0.41 -1.12 0.61
C -0.14 -0.44 -0.83
N -0.12 1.56 0.66
O 0.30 -1.09 -0.67
O -0.19 -0.61 0.49
H 0.10 0.28 0.20
H 0.31 0.23 0.15
H -0.20 0.03 0.27
C -0.58 0.38 -0.23
N -0.99 0.39 0.02
O -1.66 -0.05 0.89
O 2.92 -0.81 -1.09
H 0.69 -0.32 0.20
H -0.26 0.14 0.43
H -0.06 0.20 -0.22
C 0.08 -0.01 -0.70
N -0.10 0.17 -1.51
O -0.07 0.66 -0.05
O -0.35 -1.56 1.20
H 0.10 0.51 -0.09
H 0.68 -0.08 0.37
H -0.32 0.34 0.62



Entry 4:
Here is a molecular structure, C15H21F5IO2P2Pd from OMol25. Energies are from ωB97M-V with the def2-TZVPD basis set.

Values from the calculation:
* orbital gap (spin up / spin down): 7.43 / 4.29 eV
* charge: +3
* LUMO energy (spin up / spin down): -0.360 / -0.523 Eh
* HOMO energy (spin up / spin down): -17.2 / -18.5 eV
* 2S+1: 5
* <S²>: 6.03

Last column: natural (NBO) charge in e.
Geometry (Å):
C (-0.00211, -0.12965, -6.81269)  -0.75
C (0.00482, 0.63780, -5.53056)  0.53
H (0.00306, 0.57423, -7.65963)  0.31
H (-0.89821, -0.76335, -6.87675)  0.29
H (0.88584, -0.77471, -6.87686)  0.29
O (0.01719, 1.82402, -5.32838)  -0.33
I (-0.00930, -0.73699, -3.78966)  0.63
Pd (0.00589, -0.35755, -0.02836)  0.54
P (2.33699, -0.14933, -0.28446)  0.96
C (3.10163, 1.25262, 0.58903)  -0.95
C (3.18272, -1.64577, 0.31978)  -0.95
H (4.25628, -1.55063, 0.11195)  0.28
H (4.01253, -0.08654, -2.02707)  0.29
H (2.78658, -2.52126, -0.21358)  0.26
H (2.40803, -0.64854, -2.62792)  0.21
H (2.78495, 1.26981, 1.63958)  0.27
H (3.02621, -1.80237, 1.39592)  0.26
C (2.92467, 0.07706, -1.98198)  -0.94
H (4.19557, 1.14816, 0.53298)  0.28
H (2.68431, 1.07817, -2.34493)  0.27
H (2.80103, 2.19175, 0.10983)  0.27
P (-2.33166, -0.10878, -0.29331)  0.95
C (-3.06573, 1.29103, 0.61189)  -0.95
C (-2.92604, 0.15237, -1.98315)  -0.94
H (-2.83978, -2.46818, -0.28236)  0.26
H (-4.27719, -1.47861, 0.14354)  0.28
H (-2.99610, -1.79465, 1.35741)  0.25
C (-3.19587, -1.60417, 0.29534)  -0.94
H (-2.42540, -0.57197, -2.64237)  0.21
H (-4.01661, 0.00979, -2.02597)  0.29
H (-4.16092, 1.19465, 0.59362)  0.28
H (-2.77357, 2.22729, 0.12442)  0.27
H (-2.66951, 1.15412, -2.32763)  0.27
H (-2.71181, 1.30226, 1.64942)  0.27
C (0.02833, 1.52122, 0.35470)  0.46
O (-0.02902, 2.67257, 0.43678)  -0.37
F (0.05333, -3.60651, 0.30762)  -0.29
C (-0.00775, -3.00858, 1.52994)  0.29
C (-0.05466, -1.62663, 1.65423)  -0.31
C (-0.16287, -1.10743, 2.93586)  0.50
F (-0.21521, 0.24823, 3.10055)  -0.26
C (-0.22403, -1.91363, 4.07298)  0.24
F (-0.34209, -1.37265, 5.30198)  -0.23
C (-0.15587, -3.28980, 3.91875)  0.40
F (-0.20343, -4.08217, 5.00486)  -0.19
C (-0.04571, -3.84138, 2.64795)  0.43
F (0.01299, -5.18136, 2.51322)  -0.19

Cartesian forces, eV/Å:
C 0.00 -0.21 -0.26
C 0.06 5.57 -2.24
H 0.00 -0.05 0.45
H 0.20 0.07 0.13
H -0.19 0.07 0.13
O -0.05 -4.52 0.10
I -0.01 -0.95 1.24
Pd -0.07 -1.18 -0.69
P 1.40 -0.43 0.20
C -0.16 -0.09 0.09
C -0.02 -0.11 -0.17
H -0.19 -0.10 0.14
H -0.33 0.05 -0.12
H 0.17 0.18 0.10
H 0.44 -0.04 0.05
H 0.16 0.02 -0.19
H 0.07 0.19 -0.28
C 0.01 -0.18 -0.25
H -0.31 0.06 0.04
H 0.08 0.02 0.09
H 0.13 -0.13 0.12
P -1.33 -0.47 0.30
C 0.18 -0.12 0.04
C 0.00 -0.19 -0.21
H -0.17 0.15 0.13
H 0.25 -0.12 0.09
H -0.07 0.17 -0.24
C -0.03 0.00 -0.20
H -0.43 -0.04 0.04
H 0.32 0.03 -0.11
H 0.30 0.05 0.02
H -0.12 -0.10 0.13
H -0.06 0.07 0.05
H -0.16 0.03 -0.15
C -0.30 5.46 1.69
O 0.25 -3.71 -0.55
F 0.01 0.75 1.09
C -0.02 0.22 -1.17
C 0.13 -0.88 -1.60
C -0.17 2.13 2.02
F 0.08 -2.43 -0.28
C -0.16 0.70 1.89
F 0.17 -0.73 -1.68
C -0.28 0.00 3.97
F 0.11 1.34 -2.19
C 0.25 -3.27 -2.07
F -0.13 2.71 0.32



| no. | F_max (eV/Å) |
| --- | --- |
| 1 | 6.053 |
| 2 | 11.386 |
| 3 | 8.122 |
| 4 | 6.005 |